# 1
A structure of composition C35H44N7PtS in a non-equilibrium geometry. Source: OMol25; level of theory: ωB97M-V/def2-TZVPD.

The geometry in XYZ format:
```
88
Properties=species:S:1:pos:R:3:mulliken_charge:R:1
Pt -0.76854 0.46814 0.53520 0.269
C -5.17640 -2.41541 -1.80674 -1.366
C -3.66612 -2.69035 -1.87352 0.329
C -2.91509 -1.48783 -2.46133 -1.585
C -3.08308 -3.30221 -0.59428 -0.030
C -3.32456 -4.66523 -0.43266 -0.618
C -2.67241 -5.41009 0.52676 -1.393
C -1.65324 -4.80893 1.24896 -0.842
C -1.37902 -3.45343 1.13634 0.287
C -0.08729 -2.97652 1.77099 0.349
C 0.93068 -2.73694 0.64682 -1.162
C -0.20538 -1.75578 2.66904 -1.036
C -2.21617 -2.65773 0.31816 0.134
N -2.26510 -1.24420 0.40333 0.353
C -3.45269 -0.70650 0.43806 -0.003
C -3.63976 0.66685 0.29437 -0.198
C -4.79995 1.42256 0.08369 -1.867
C -4.37349 2.69700 -0.24914 -0.630
C -2.96366 2.70696 -0.22234 -0.626
N -2.53808 1.47661 0.12264 1.544
C -2.07047 3.89384 -0.50800 2.247
C -2.83928 4.93291 -1.32790 -2.155
C -1.63673 4.52205 0.82682 -1.290
C -0.82560 3.47501 -1.29836 -1.574
H -5.58449 -2.34669 -2.81590 0.410
H -5.38985 -1.47250 -1.30171 0.269
H -5.69962 -3.21575 -1.28272 0.367
H -3.54042 -3.49636 -2.60132 0.797
H -3.25312 -0.53817 -2.04891 0.266
H -3.08809 -1.45483 -3.53766 0.531
H -1.84010 -1.57813 -2.29135 0.238
H -4.02051 -5.14888 -1.10879 0.492
H -2.89316 -6.45982 0.66607 0.379
H -1.03974 -5.41034 1.90858 0.406
H 0.28710 -3.80039 2.38288 0.706
H 0.55269 -1.97200 -0.03430 -0.090
H 1.09490 -3.64890 0.07270 0.476
H 1.89032 -2.40743 1.05291 0.413
H -0.41610 -0.86717 2.04289 -0.441
H 0.73271 -1.58254 3.20094 0.577
H -1.01124 -1.87416 3.39183 0.408
H -4.32591 -1.34375 0.54859 0.979
H -5.81500 1.06124 0.14122 0.591
H -5.00052 3.53505 -0.50175 0.468
H -3.68631 5.32905 -0.76732 0.417
H -3.20726 4.49414 -2.25668 0.429
H -2.18185 5.76679 -1.57556 0.444
H -2.50610 4.84542 1.40110 0.384
H -1.00738 5.39395 0.63608 0.421
H -1.06885 3.81067 1.42600 0.058
H -1.10529 3.07831 -2.27661 0.379
H -0.26382 2.71860 -0.75410 0.220
H -0.17184 4.33600 -1.44677 0.460
C -0.78744 0.46663 6.48767 -1.058
N -0.20437 1.04233 5.28880 -0.115
C -0.83374 1.20470 4.12958 0.595
N -2.11776 0.85445 4.03215 -0.224
S 0.00636 1.85194 2.80570 -0.396
H 0.00672 0.27612 7.20279 0.344
H -1.27374 -0.48295 6.25729 0.336
H -1.50955 1.13998 6.95528 0.359
H 0.74763 1.36400 5.32032 0.276
H -2.66165 0.58767 4.83637 0.244
H -2.59330 1.04147 3.16453 0.065
N 5.45203 0.13678 -3.15550 0.014
C 6.82005 0.13506 -3.26464 0.726
C 7.68538 -0.17221 -4.30989 -1.005
C 9.03402 -0.08231 -4.04049 -0.423
C 9.51271 0.30615 -2.77686 -0.473
C 8.65797 0.61150 -1.74256 -0.758
C 7.28566 0.51864 -1.98957 0.533
N 6.22179 0.73573 -1.15178 -0.616
C 5.15084 0.50369 -1.86606 -0.153
C 3.80533 0.56570 -1.32301 1.064
C 2.65954 0.28921 -2.07361 -1.006
C 1.43097 0.29758 -1.45460 -0.317
N 1.27544 0.56336 -0.14834 -0.080
C 2.36633 0.86981 0.56956 -0.296
C 3.62965 0.88359 0.02587 -0.796
H 4.80270 -0.07425 -3.89103 0.161
H 7.31955 -0.46830 -5.28452 0.384
H 9.74611 -0.32020 -4.81921 0.390
H 10.58189 0.36022 -2.62141 0.385
H 9.01752 0.91257 -0.76826 0.438
H 2.71115 0.06243 -3.12915 0.329
H 0.52914 0.08658 -2.01510 0.485
H 2.20611 1.11088 1.61064 0.443
H 4.49926 1.11925 0.62180 0.550
```

Net charge = +1
Energy above the lowest of the compared OMol25 structures with the same formula, charge and spin = 28.0 kcal per mole
Frontier orbital gap (spin up / spin down) = 5.9 / 6.0 eV


# 2
A structure of composition C35H45AsN5O2PtS2 in a non-equilibrium geometry. Source: OMol25; level of theory: ωB97M-V/def2-TZVPD.

The geometry in XYZ format:
```
91
Properties=species:S:1:pos:R:3:lowdin_spin:R:1
Pt 0.01840 -0.11842 -0.04648 1.477
C 2.92828 3.23595 4.86687 0.001
C 2.47288 1.80335 5.13041 0.003
N 2.59551 0.92462 3.96009 0.018
C 3.76465 0.04875 3.87480 0.022
C 4.94315 0.68784 3.14317 0.003
C 1.68637 1.00039 2.98298 0.046
S 1.93695 -0.06340 1.61587 0.476
N 0.69420 1.85459 3.15011 0.019
C -0.19271 2.27395 2.25198 0.016
O -0.21157 1.99500 1.02304 0.145
C -1.15976 3.28826 2.76406 0.008
C -2.04390 3.89494 1.87510 0.001
C -2.96217 4.82958 2.31927 0.000
C -3.00118 5.17131 3.66406 0.001
C -2.10512 4.59305 4.55337 0.000
C -1.18307 3.66062 4.10757 0.002
H 2.81002 3.82798 5.77424 0.000
H 2.32476 3.68292 4.07874 0.000
H 3.97497 3.26945 4.56704 0.000
H 1.42725 1.80513 5.43184 0.000
H 3.06461 1.35940 5.92919 0.001
H 3.47570 -0.87488 3.37231 0.013
H 4.05387 -0.20735 4.89260 0.001
H 4.65228 0.98748 2.13687 0.001
H 5.75835 -0.03136 3.06646 0.000
H 5.30864 1.56247 3.67941 0.000
H -1.99357 3.62324 0.83128 0.000
H -3.65039 5.28775 1.61988 0.000
H -3.72365 5.89512 4.01804 0.000
H -2.12380 4.87635 5.59741 0.000
H -0.47637 3.21514 4.79182 0.000
C 3.08292 -3.29913 -4.96263 0.000
C 2.71624 -1.82788 -5.13262 0.003
N 2.83256 -1.05354 -3.88869 0.016
C 4.03605 -0.24703 -3.69596 0.013
C 5.15428 -0.98767 -2.96443 0.005
C 1.88825 -1.18180 -2.94394 0.033
S 2.15857 -0.29387 -1.45947 0.323
N 0.85484 -1.95033 -3.24122 0.011
C -0.14308 -2.31718 -2.43968 0.016
O -0.28531 -2.05223 -1.21731 0.147
C -1.18084 -3.17413 -3.08629 0.007
C -2.23718 -3.66696 -2.32064 0.001
C -3.22296 -4.44554 -2.90177 0.000
C -3.15695 -4.75155 -4.25333 0.000
C -2.09935 -4.28025 -5.01929 0.001
C -1.11479 -3.49670 -4.44186 0.002
H 3.00639 -3.81163 -5.92174 0.000
H 2.40400 -3.77793 -4.25919 0.000
H 4.10268 -3.40962 -4.59531 0.000
H 1.69014 -1.74457 -5.48426 0.000
H 3.37214 -1.35879 -5.86427 0.001
H 3.76560 0.65142 -3.14095 0.007
H 4.38116 0.06001 -4.68216 0.000
H 4.79664 -1.37529 -2.01115 0.003
H 5.98134 -0.30514 -2.76931 0.000
H 5.52737 -1.81761 -3.56322 0.000
H -2.26990 -3.45148 -1.26131 0.000
H -4.04019 -4.81931 -2.29887 0.000
H -3.92183 -5.36765 -4.70755 0.000
H -2.04483 -4.52917 -6.07088 0.000
H -0.28903 -3.12864 -5.03178 0.000
C -1.27747 -1.34621 1.42495 0.358
C -2.47284 -0.64772 1.10232 0.058
C -3.13282 -0.84555 -0.14724 0.122
C -4.31200 -0.20931 -0.43356 -0.018
C -4.89694 0.64811 0.51368 0.127
C -4.28997 0.82174 1.76473 -0.018
C -3.09961 0.20363 2.04726 0.116
C -6.08253 1.36105 0.17409 0.015
N -7.01777 1.95552 -0.13544 0.068
H -1.11654 -2.31061 0.95753 0.019
H -0.90380 -1.25517 2.43833 0.016
H -2.69183 -1.51695 -0.87243 0.005
H -4.81214 -0.37051 -1.37958 -0.003
H -4.76631 1.45295 2.50166 -0.003
H -2.63857 0.33580 3.01827 0.004
C -2.27196 2.49180 -1.94370 0.044
As -0.51645 1.66330 -1.80298 0.179
C 0.66836 3.18278 -1.57289 0.024
C -0.19688 1.26609 -3.68618 0.028
H -2.17396 3.39742 -2.54126 0.007
H -2.67527 2.74063 -0.96602 0.000
H -2.95355 1.80113 -2.43630 0.000
H 0.66211 3.77750 -2.48564 0.004
H 1.67795 2.82777 -1.37490 0.000
H 0.33581 3.78664 -0.73232 0.000
H -0.55951 2.10956 -4.27315 0.005
H -0.71920 0.36135 -3.99465 0.000
H 0.86986 1.13745 -3.85826 0.000
```

Multiplicity = 5
Net charge = +1
Energy above the lowest of the compared OMol25 structures with the same formula, charge and spin = 25.0 kcal per mole
<S²> = 6.05
Frontier orbital gap (spin up / spin down) = 7.4 / 5.7 eV